Record 1
# C18H72N36O18

A 18-piece molecular cluster, C18H72N36O18 overall (ωB97M-V/def2-TZVPD, the OMol25 dataset).

The geometry in ORCA input format:
```
! RIJCOSX wB97M-V def2-TZVPD def2/J DEFGRID3
* xyz 0 1
O -27.525 -12.543 17.924
O -29.470 -16.855 12.993
O -30.609 -10.381 15.212
O -33.347 -17.223 10.771
O -31.380 -18.205 22.949
O -34.571 -12.266 20.299
O -28.290 -22.830 16.499
O -30.437 -10.384 20.326
O -27.521 -16.139 22.131
O -27.473 -15.815 17.433
O -31.998 -14.256 18.295
O -33.316 -16.718 20.676
O -34.462 -15.458 15.342
O -32.604 -13.312 24.648
O -30.896 -21.650 19.219
O -34.845 -18.852 15.114
O -30.323 -18.732 16.914
O -37.599 -16.377 14.750
N -27.043 -17.083 19.231
N -33.288 -18.276 12.819
N -32.171 -15.948 16.786
N -29.061 -14.789 22.866
N -34.701 -12.475 18.104
N -32.761 -10.025 14.692
N -35.551 -17.828 17.017
N -27.489 -20.707 16.484
N -27.086 -14.053 22.565
N -37.117 -18.012 13.322
N -27.284 -21.960 14.773
N -29.047 -22.121 20.546
N -33.080 -14.107 22.657
N -33.328 -12.045 22.947
N -28.838 -12.881 16.091
N -34.341 -13.112 15.278
N -32.873 -18.424 19.397
N -31.055 -12.564 20.731
N -35.136 -14.189 19.220
N -33.377 -16.165 12.626
N -29.114 -16.641 15.189
N -28.842 -20.663 19.085
N -30.905 -16.240 18.386
N -36.156 -14.130 15.252
N -34.888 -18.099 20.220
N -29.350 -18.894 22.366
N -35.248 -19.903 16.908
N -31.233 -11.891 18.785
N -27.971 -15.084 19.367
N -38.399 -16.352 12.737
N -31.851 -20.219 16.273
N -28.266 -10.926 16.755
N -30.473 -17.552 21.112
N -31.729 -11.791 13.938
N -30.239 -15.220 14.166
N -30.735 -19.322 14.759
C -30.932 -19.356 16.049
C -30.932 -11.515 19.991
C -34.909 -14.314 15.288
C -30.396 -18.162 22.211
C -34.833 -12.905 19.275
C -37.661 -16.920 13.658
C -27.878 -15.030 22.559
C -32.915 -13.107 23.486
C -31.637 -10.725 14.650
C -27.790 -21.868 15.964
C -28.156 -12.168 16.961
C -35.098 -18.778 16.304
C -33.262 -17.249 11.963
C -27.531 -16.012 18.608
C -33.670 -17.704 20.163
C -29.602 -16.262 14.050
C -29.711 -21.549 19.534
C -31.671 -15.382 17.837
H -30.629 -15.912 19.301
H -29.540 -19.494 23.157
H -33.605 -13.947 21.809
H -30.948 -12.305 13.555
H -28.642 -17.529 15.281
H -26.959 -17.216 20.229
H -28.105 -10.496 17.655
H -29.498 -12.312 15.580
H -35.731 -17.930 18.006
H -29.351 -20.045 18.470
H -27.909 -20.602 19.467
H -33.503 -18.250 13.805
H -34.596 -12.507 14.511
H -31.474 -13.449 20.484
H -30.513 -17.123 18.091
H -36.397 -13.162 15.095
H -29.613 -22.790 21.048
H -31.165 -11.264 17.997
H -26.891 -20.151 15.890
H -35.388 -20.062 17.895
H -27.681 -20.714 17.475
H -30.410 -14.919 13.217
H -30.868 -14.998 14.924
H -35.600 -16.920 16.577
H -26.089 -14.192 22.479
H -33.528 -10.412 14.162
H -31.617 -12.821 18.699
H -27.492 -13.135 22.448
H -31.348 -17.047 21.085
H -28.051 -14.140 19.017
H -34.936 -14.744 20.040
H -34.999 -12.993 17.290
H -29.871 -17.727 20.320
H -37.154 -18.406 12.392
H -27.397 -22.760 14.167
H -35.090 -20.698 16.306
H -36.930 -18.546 14.159
H -29.294 -13.914 23.313
H -29.126 -16.063 16.017
H -28.255 -21.638 20.946
H -33.633 -15.326 12.125
H -33.374 -11.439 23.754
H -28.760 -13.877 16.237
H -31.939 -18.054 19.290
H -33.524 -11.838 21.978
H -33.009 -19.366 19.058
H -33.097 -15.647 16.519
H -27.044 -17.904 18.643
H -34.757 -11.467 18.124
H -32.627 -11.983 13.517
H -34.918 -19.107 20.169
H -33.336 -13.087 15.378
H -29.783 -15.495 22.858
H -32.224 -20.559 17.147
H -38.685 -16.968 11.989
H -28.458 -18.903 21.892
H -32.984 -15.048 23.011
H -27.005 -21.088 14.347
H -38.952 -15.570 13.057
H -33.408 -16.246 13.632
H -27.602 -15.407 20.250
H -28.951 -10.691 16.051
H -31.901 -16.915 16.675
H -32.267 -20.645 15.457
H -33.381 -19.121 12.274
H -32.850 -9.376 15.461
H -35.361 -14.680 18.367
H -30.870 -12.422 21.714
H -35.619 -17.503 20.581
H -36.821 -14.889 15.212
H -30.046 -18.599 14.608
H -31.565 -19.505 14.212
*
```

As for the HOMO-LUMO gap: 0.2801 Ha. As for the HOMO energy: -8.6 eV. The total energy comes out at -110340.6635 eV. The relative energy (zero: lowest compared OMol25 entry of this formula, charge and spin) comes out at 348.68 kcal/mol.

Atomic partial charges in e from the Mulliken method, atoms 1 to 6: O -0.787; O -0.809; O -0.742; O -0.736; O -0.776; O -0.784

Record 2
# C18H74N2O21

A 21-piece molecular cluster, C18H74N2O21 overall (ωB97M-V/def2-TZVPD, the OMol25 dataset).

The geometry in ORCA input format:
```
! RIJCOSX wB97M-V def2-TZVPD def2/J DEFGRID3
* xyz -2 1
O -2.185 -0.726 -1.537
O 1.417 -0.695 -2.772
O 1.696 3.223 -6.313
O 0.960 -3.485 -2.784
O -2.384 2.488 3.125
O -0.744 -4.798 5.530
O 3.444 -3.832 -1.216
O 2.143 6.220 -1.749
O 1.230 5.488 0.799
O 4.627 2.705 -5.212
O -1.160 5.916 -0.558
O 4.064 -1.687 -2.962
O -1.091 -0.648 -4.099
O -3.701 4.231 -0.583
O 2.599 3.194 3.069
O -1.272 5.329 -4.460
O 2.804 0.525 -5.026
O 1.413 5.486 -4.382
O 5.605 -2.492 1.304
O -3.714 0.710 1.630
O -1.054 -4.165 -0.944
N 0.901 0.258 -1.774
N -1.654 -4.382 4.405
C -2.679 -6.671 4.197
C -2.449 -2.058 5.311
C 0.261 0.747 0.636
C 0.002 1.966 -3.441
C 2.694 0.151 0.102
C -0.134 -2.342 3.958
C 0.906 1.690 -2.190
C 1.224 -0.103 -0.298
C 2.279 2.331 -2.429
C -3.679 -4.863 2.896
C -3.790 -3.331 2.653
C -1.675 -2.874 4.232
C -4.009 -4.771 5.336
C 0.901 -1.594 0.042
C 0.294 2.202 0.416
C -2.915 -5.145 4.259
C 0.067 2.490 -1.083
C -2.408 -2.635 2.916
H 1.662 -3.635 -2.151
H 0.280 -2.312 4.966
H -3.575 -4.391 6.261
H 4.214 -2.267 -2.215
H 2.635 2.884 -1.560
H 1.290 -1.841 1.030
H 2.177 2.477 -5.954
H 3.237 -0.523 -0.560
H 3.751 -3.853 -0.309
H 5.155 -1.871 1.877
H 2.975 -0.334 -5.413
H 3.259 -4.748 -1.427
H -1.447 6.207 -4.122
H -4.635 -5.379 2.807
H -0.473 -3.987 -1.684
H -1.874 -3.222 2.169
H -3.505 -2.307 5.411
H 3.018 -0.127 1.105
H 1.468 -2.264 -0.606
H 0.167 3.566 -1.224
H 1.138 2.695 0.896
H 5.234 2.667 -4.473
H -2.036 -2.231 6.304
H 3.011 1.150 -0.196
H 1.800 5.925 -0.906
H 2.285 5.361 -4.757
H -3.403 -0.177 1.448
H -1.407 -0.231 -1.282
H 2.554 2.857 3.964
H 3.170 -1.366 -2.841
H -4.548 -2.780 3.209
H -4.651 -3.918 5.116
H 0.892 -2.532 -2.845
H 3.064 6.417 -1.578
H -3.200 3.540 -1.015
H -3.192 -5.379 2.068
H 0.645 0.704 1.655
H -3.258 2.532 2.736
H -2.353 -0.976 5.213
H 0.406 5.641 0.337
H -2.011 -0.999 -2.438
H -2.462 -1.561 2.739
H -4.136 -3.198 1.628
H -0.512 2.749 0.905
H 2.912 2.454 2.549
H 2.233 2.981 -3.303
H 1.577 5.762 -3.480
H 4.007 1.994 -5.051
H -0.337 5.193 -4.304
H -0.472 -4.201 -0.185
H -2.971 1.142 2.052
H 5.007 -3.237 1.242
H -4.532 3.816 -0.350
H 2.386 0.331 -4.187
H 1.625 3.836 -5.582
H 0.497 1.512 -4.300
H -1.028 1.631 -3.318
H -0.211 -1.340 3.536
H -1.107 0.298 -4.246
H 3.041 1.614 -2.732
H -0.740 0.358 0.449
H -0.083 3.048 -3.542
H -3.422 -7.332 3.750
H -0.159 -1.844 0.018
H -1.323 6.500 -1.299
H -1.769 -6.897 3.640
H -1.984 5.444 -0.439
H 1.151 4.599 1.144
H -2.401 -6.977 5.205
H -0.270 -0.804 -3.631
H -2.176 3.395 3.351
H -0.987 2.290 -1.271
H -4.637 -5.613 5.628
H 0.532 -2.967 3.363
*
```

As for the HOMO-LUMO gap: 0.1314 Ha. As for the HOMO energy: -0.3 eV. The total energy comes out at -65841.8715 eV. The relative energy (zero: lowest compared OMol25 entry of this formula, charge and spin) comes out at 48.96 kcal/mol.

Atomic partial charges in e from the Mulliken method, atoms 1 to 6: O -0.779; O -1.208; O -0.733; O -0.845; O -0.643; O -0.900

Record 3
# C18H78N2O23Pd

C18H78N2O23Pd as an isolated structure (ωB97M-V/def2-TZVPD, the OMol25 dataset).

The geometry in ORCA input format:
```
! RIJCOSX wB97M-V def2-TZVPD def2/J DEFGRID3
* xyz 1 4
Pd 14.080 2.283 17.642
O 7.613 4.335 23.637
O 14.260 6.890 18.482
O 16.261 2.749 18.011
O 8.721 1.568 16.153
O 10.127 -1.074 23.723
O 17.670 6.405 19.980
O 16.358 3.470 24.718
O 9.150 5.723 16.114
O 14.718 7.164 24.630
O 10.988 8.365 22.865
O 12.176 1.326 16.929
O 13.981 -2.233 18.493
O 18.404 3.797 19.403
O 14.235 1.740 25.428
O 13.187 4.196 18.434
O 7.427 5.529 20.570
O 16.354 7.371 22.487
O 12.059 6.424 24.506
O 13.762 0.877 19.254
O 9.755 1.860 25.934
O 8.340 0.202 18.475
O 12.353 5.752 15.610
O 11.903 0.453 25.192
N 12.658 3.712 19.731
N 14.203 -1.869 19.818
C 16.574 -0.893 19.475
C 10.451 3.060 18.629
C 13.061 -4.078 20.534
C 13.289 -2.082 22.112
C 14.674 -1.888 22.748
C 11.364 3.150 22.359
C 11.781 -1.968 20.263
C 13.462 5.481 21.303
C 11.191 3.778 19.802
C 15.548 -1.252 21.764
C 15.036 3.604 20.833
C 10.574 5.246 19.790
C 13.180 -2.557 20.633
C 15.690 -1.824 20.336
C 13.471 3.959 20.950
C 12.897 3.134 22.219
C 16.363 -3.228 20.494
C 10.677 2.989 21.030
H 15.076 -2.857 23.045
H 13.843 6.821 24.448
H 15.762 7.469 23.232
H 8.128 5.418 19.928
H 16.586 -1.268 22.098
H 14.941 1.200 25.785
H 11.784 5.626 24.054
H 13.678 0.852 20.207
H 11.056 2.310 22.981
H 9.632 3.282 21.132
H 15.265 2.560 20.621
H 13.290 3.566 23.139
H 11.092 4.093 22.835
H 8.591 0.171 19.399
H 13.968 6.115 20.575
H 16.992 6.316 20.650
H 11.092 -2.134 21.091
H 16.733 3.315 18.622
H 9.932 1.599 25.030
H 11.199 6.031 19.364
H 8.046 4.332 22.783
H 6.713 5.935 20.078
H 11.880 -0.932 19.941
H 9.248 6.509 16.652
H 14.677 2.357 24.845
H 15.820 -3.760 21.275
H 13.337 -4.551 21.476
H 11.862 6.258 25.428
H 13.854 5.617 22.311
H 10.601 1.986 18.517
H 6.984 3.615 23.590
H 10.106 -1.355 24.638
H 12.847 -2.855 22.740
H 15.609 3.714 21.753
H 16.050 8.018 21.851
H 13.728 6.647 19.239
H 16.781 3.664 23.882
H 19.154 3.705 19.990
H 12.715 -1.184 22.342
H 17.426 -3.200 20.734
H 15.498 4.212 20.055
H 12.453 5.836 21.512
H 7.527 -0.301 18.431
H 11.460 -2.565 19.409
H 11.298 1.619 16.686
H 14.660 7.507 25.522
H 14.328 6.086 17.968
H 10.683 3.509 17.663
H 11.382 7.663 23.384
H 10.644 1.951 20.698
H 16.934 3.861 25.375
H 18.170 7.177 20.245
H 18.086 4.686 19.558
H 16.839 2.681 17.251
H 10.446 1.439 26.445
H 10.136 5.648 20.704
H 17.596 -1.103 19.788
H 11.709 8.971 22.695
H 9.707 5.393 19.147
H 12.131 0.371 16.888
H 14.576 -1.403 23.719
H 11.991 5.554 16.474
H 15.246 -0.206 21.698
H 13.489 -4.700 19.748
H 16.321 -3.906 19.642
H 12.081 5.016 15.062
H 8.390 1.204 16.974
H 13.901 -0.036 19.001
H 12.286 -0.356 25.532
H 8.220 2.374 16.029
H 13.259 2.109 22.148
H 9.320 6.022 15.220
H 12.655 1.022 25.024
H 9.361 3.024 18.642
H 16.401 0.172 19.629
H 12.003 -4.332 20.466
H 10.797 -0.391 23.698
H 16.573 -1.216 18.433
*
```

As for the HOMO-LUMO gap (spin up / spin down): 0.3451 / 0.2581 Ha. As for the HOMO energy (spin up / spin down): -11.6 / -11.1 eV. The total energy comes out at -73473.0738 eV.

Atomic partial charges in e from the Mulliken method, atoms 1 to 6: Pd -0.142; O -0.620; O -0.720; O -0.361; O -0.591; O -0.603

Q: Which formula does entry 1 have?
A: C18H72N36O18